(1)
ORCA calculation (ωB97M-V/def2-TZVPD) on a 10-piece molecular cluster, C32H89N5O16 overall.

The calculation puts the strongest force on any atom at 1.94 eV/A. As for the energy relative to the best compared isomer or geometry (same formula, charge and spin): 0.0 kcal/mol. The lowest unoccupied orbital energy is 0.194 eV. As for the SMILES: COC[C@H](C)N.COC[C@H](C)N.COC[C@H](C)N.COC[C@H](C)N.COCCNCCOC.OCCO.OCCO.OCCO.OCCO.OCCO. As for the net charge: 0. As for the gap between HOMO and LUMO: 9.0 eV. The energy comes out at -2750.00891 Eh. As for the multiplicity: 1.

Bonds (Å) are listed after each position.
Element x y z (Å)
1 C 7.609 -1.709 1.591  C2 1.518, H7 1.091, H8 1.093, H9 1.093
2 C 6.733 -1.858 0.360  C1 1.518, C3 1.512, N6 1.468, H10 1.091
3 C 5.873 -3.098 0.432  C2 1.512, O4 1.415, H11 1.100, H12 1.101
4 O 5.201 -3.203 -0.810  C3 1.415, C5 1.400
5 C 4.245 -4.224 -0.845  O4 1.400, H13 1.087, H14 1.096, H15 1.103
6 N 5.908 -0.658 0.173  C2 1.468, H16 1.016, H17 1.015
7 H 8.066 -0.718 1.612  C1 1.091
8 H 8.455 -2.402 1.579  C1 1.093
9 H 7.080 -1.867 2.534  C1 1.093
10 H 7.422 -1.931 -0.483  C2 1.091
11 H 5.143 -3.019 1.251  C3 1.100
12 H 6.436 -4.035 0.567  C3 1.101
13 H 3.651 -4.175 -1.755  C5 1.087
14 H 3.588 -4.189 0.033  C5 1.096
15 H 4.716 -5.222 -0.855  C5 1.103
16 H 5.274 -0.860 -0.595  N6 1.016
17 H 5.310 -0.489 0.976  N6 1.015
18 C 0.671 0.628 4.444  C19 1.523, H24 1.086, H25 1.099, H26 1.089
19 C -0.094 0.042 5.623  C18 1.523, C20 1.518, N23 1.479, H27 1.092
20 C 0.224 0.791 6.905  C19 1.518, O21 1.410, H28 1.099, H29 1.104
21 O -0.305 0.071 7.996  C20 1.410, C22 1.408
22 C -0.680 0.871 9.092  O21 1.408, H30 1.093, H31 1.100, H32 1.088
23 N -1.529 0.142 5.280  C19 1.479, H33 1.017, H34 1.015
24 H 1.741 0.738 4.594  C18 1.086
25 H 0.272 1.641 4.298  C18 1.099
26 H 0.375 0.079 3.551  C18 1.089
27 H 0.079 -1.027 5.767  C19 1.092
28 H -0.153 1.822 6.865  C20 1.099
29 H 1.318 0.912 6.999  C20 1.104
30 H -1.156 1.809 8.794  C22 1.093
31 H 0.198 1.128 9.703  C22 1.100
32 H -1.339 0.290 9.734  C22 1.088
33 H -1.707 1.130 5.116  N23 1.017
34 H -2.094 -0.133 6.077  N23 1.015
35 C 0.248 0.903 -7.834  C36 1.536, H41 1.086, H42 1.086, H43 1.098
36 C 1.453 1.662 -7.257  C35 1.536, C37 1.535, N40 1.458, H44 1.096
37 C 1.055 3.058 -6.758  C36 1.535, O38 1.415, H45 1.097, H46 1.093
38 O 0.938 4.048 -7.762  C37 1.415, C39 1.413
39 C 2.167 4.449 -8.333  O38 1.413, H47 1.090, H48 1.098, H49 1.088
40 N 2.161 0.871 -6.258  C36 1.458, H50 1.012, H51 1.016
41 H 0.528 -0.125 -8.045  C35 1.086
42 H -0.124 1.491 -8.669  C35 1.086
43 H -0.505 0.860 -7.035  C35 1.098
44 H 2.163 1.698 -8.092  C36 1.096
45 H 1.759 3.371 -5.976  C37 1.097
46 H 0.049 2.963 -6.341  C37 1.093
47 H 2.831 3.591 -8.424  C39 1.090
48 H 2.654 5.227 -7.731  C39 1.098
49 H 1.959 4.894 -9.304  C39 1.088
50 H 2.998 1.346 -5.945  N40 1.012
51 H 1.597 0.723 -5.426  N40 1.016
52 C -2.478 5.059 -2.902  C53 1.538, H58 1.094, H59 1.089, H60 1.089
53 C -3.088 4.196 -1.783  C52 1.538, C54 1.510, N57 1.469, H61 1.101
54 C -4.086 5.023 -1.009  C53 1.510, O55 1.414, H62 1.087, H63 1.105
55 O -4.858 4.303 -0.068  C54 1.414, C56 1.416
56 C -4.115 3.615 0.922  O55 1.416, H64 1.089, H65 1.092, H66 1.099
57 N -3.686 3.001 -2.392  C53 1.469, H67 1.017, H68 1.015
58 H -1.767 5.752 -2.445  C52 1.094
59 H -3.256 5.635 -3.402  C52 1.089
60 H -1.923 4.451 -3.615  C52 1.089
61 H -2.245 3.885 -1.146  C53 1.101
62 H -4.824 5.477 -1.665  C54 1.087
63 H -3.469 5.769 -0.475  C54 1.105
64 H -3.187 3.169 0.566  C56 1.089
65 H -4.760 2.824 1.308  C56 1.092
66 H -3.935 4.279 1.779  C56 1.099
67 H -3.788 2.190 -1.785  N57 1.017
68 H -3.052 2.679 -3.115  N57 1.015
69 C -1.518 -3.788 6.169  C70 1.510, O72 1.424, H73 1.091, H74 1.096
70 C -1.708 -3.650 4.678  C69 1.510, O71 1.421, H75 1.089, H76 1.096
71 O -1.775 -4.902 4.008  C70 1.421, H77 0.961
72 O -2.639 -4.376 6.820  C69 1.424, H78 0.961
73 H -1.374 -2.802 6.614  C69 1.091
74 H -0.646 -4.391 6.451  C69 1.096
75 H -0.944 -2.990 4.270  C70 1.089
76 H -2.639 -3.099 4.503  C70 1.096
77 H -2.623 -5.320 4.176  O71 0.961
78 H -2.873 -5.229 6.444  O72 0.961
79 C 0.557 5.392 0.031  C80 1.501, O82 1.419, H83 1.092, H84 1.097
80 C 0.550 4.173 0.906  C79 1.501, O81 1.422, H85 1.090, H86 1.104
81 O -0.191 3.096 0.346  C80 1.422, H87 0.965
82 O 0.749 4.976 -1.312  C79 1.419, H88 0.961
83 H 1.344 6.073 0.362  C79 1.092
84 H -0.423 5.878 0.111  C79 1.097
85 H 0.261 4.385 1.935  C80 1.090
86 H 1.583 3.804 1.031  C80 1.104
87 H -0.233 3.290 -0.599  O81 0.965
88 H 0.361 5.622 -1.908  O82 0.961
89 C -3.629 0.031 -6.668  C90 1.513, O92 1.435, H93 1.091, H94 1.092
90 C -3.485 1.408 -6.057  C89 1.513, O91 1.422, H95 1.092, H96 1.097
91 O -2.966 1.336 -4.735  C90 1.422, H97 0.966
92 O -4.744 -0.602 -6.025  C89 1.435, H98 0.960
93 H -2.695 -0.479 -6.425  C89 1.091
94 H -3.851 0.140 -7.731  C89 1.092
95 H -4.419 1.968 -6.141  C90 1.092
96 H -2.761 1.907 -6.712  C90 1.097
97 H -3.781 1.289 -4.217  O91 0.966
98 H -4.629 -1.554 -6.073  O92 0.960
99 C 1.406 -7.209 5.584  C100 1.500, O102 1.416, H103 1.092, H104 1.099
100 C 0.913 -7.225 4.168  C99 1.500, O101 1.420, H105 1.100, H106 1.092
101 O 0.844 -5.912 3.631  C100 1.420, H107 0.969
102 O 2.727 -6.704 5.637  C99 1.416, H108 0.963
103 H 1.456 -8.212 6.014  C99 1.092
104 H 0.725 -6.656 6.246  C99 1.099
105 H -0.076 -7.701 4.097  C100 1.100
106 H 1.573 -7.839 3.552  C100 1.092
107 H -0.076 -5.618 3.710  O101 0.969
108 H 2.704 -5.794 5.320  O102 0.963
109 C -4.082 -1.994 0.255  C110 1.509, O112 1.413, H113 1.098, H114 1.103
110 C -3.989 -0.489 0.201  C109 1.509, O111 1.411, H115 1.100, H116 1.090
111 O -3.533 -0.117 -1.081  C110 1.411, H117 0.976
112 O -4.560 -2.438 1.508  C109 1.413, H118 0.960
113 H -3.133 -2.432 -0.082  C109 1.098
114 H -4.785 -2.299 -0.537  C109 1.103
115 H -3.266 -0.118 0.942  C110 1.100
116 H -4.937 0.017 0.386  C110 1.090
117 H -2.570 0.040 -1.081  O111 0.976
118 H -4.762 -3.375 1.454  O112 0.960
119 C 1.381 -2.858 2.313  O120 1.402, H128 1.098, H129 1.105, H130 1.084
120 O 1.435 -2.566 0.943  C119 1.402, C121 1.395
121 C 1.064 -1.262 0.611  O120 1.395, C122 1.532, H131 1.097, H132 1.101
122 C -0.378 -1.232 0.092  C121 1.532, N123 1.446, H133 1.096, H134 1.096
123 N -0.757 -0.065 -0.672  C122 1.446, C124 1.464, H135 1.016
124 C -0.265 -0.132 -2.049  N123 1.464, C125 1.530, H136 1.090, H137 1.100
125 C -0.095 1.190 -2.800  C124 1.530, O126 1.396, H138 1.103, H139 1.090
126 O 1.196 1.391 -3.294  C125 1.396, C127 1.433
127 C 2.158 1.831 -2.328  O126 1.433, H140 1.086, H141 1.095, H142 1.090
128 H 0.340 -2.850 2.659  C119 1.098
129 H 1.851 -2.066 2.924  C119 1.105
130 H 1.887 -3.784 2.563  C119 1.084
131 H 1.736 -0.859 -0.157  C121 1.097
132 H 1.224 -0.587 1.465  C121 1.101
133 H -1.083 -1.410 0.913  C122 1.096
134 H -0.447 -2.171 -0.469  C122 1.096
135 H -0.450 0.762 -0.168  N123 1.016
136 H -0.897 -0.807 -2.627  C124 1.090
137 H 0.747 -0.564 -2.040  C124 1.100
138 H -0.461 2.060 -2.230  C125 1.103
139 H -0.747 1.160 -3.673  C125 1.090
140 H 3.109 1.772 -2.847  C127 1.086
141 H 2.157 1.095 -1.516  C127 1.095
142 H 1.910 2.831 -1.973  C127 1.090

Results of the Löwdin charge analysis, in e, for atoms 1 through 8:
1. C -0.08
2. C -0.44
3. C -0.22
4. O -0.20
5. C -0.12
6. N 0.04
7. H 0.08
8. H 0.08

---

(2)
ORCA calculation (ωB97M-V/def2-TZVPD) on a 8-piece molecular cluster, C32H90F3N7O9 overall.

The calculation puts the strongest force on any atom at 2.66 eV/A. As for the energy relative to the best compared isomer or geometry (same formula, charge and spin): 0.0 kcal/mol. The lowest unoccupied orbital energy is -11.770 eV. As for the net charge: +6. As for the gap between HOMO and LUMO: 9.0 eV. The energy comes out at -2630.87401 Eh. As for the multiplicity: 1.

Bonds (Å) are listed after each position.
Element x y z (Å)
1 C 1.479 -6.006 -0.605  C2 1.530, H10 1.095, H11 1.099, H12 1.084
2 C 0.801 -6.301 0.735  C1 1.530, C3 1.527, N6 1.533, H13 1.088
3 C 1.814 -6.342 1.877  C2 1.527, O4 1.394, H14 1.107, H15 1.102
4 O 2.033 -5.037 2.317  C3 1.394, C5 1.402
5 C 3.331 -4.803 2.793  O4 1.402, H16 1.093, H17 1.088, H18 1.099
6 N -0.319 -5.279 0.962  C2 1.533, H7 1.037, H8 1.061, H9 1.031
7 H -0.747 -5.357 1.903  N6 1.037
8 H 0.003 -4.279 0.820  N6 1.061
9 H -1.066 -5.432 0.269  N6 1.031
10 H 1.935 -5.011 -0.636  C1 1.095
11 H 0.728 -6.064 -1.404  C1 1.099
12 H 2.235 -6.750 -0.830  C1 1.084
13 H 0.283 -7.257 0.690  C2 1.088
14 H 2.727 -6.839 1.497  C3 1.107
15 H 1.485 -6.953 2.733  C3 1.102
16 H 3.492 -5.179 3.807  C5 1.093
17 H 3.497 -3.729 2.741  C5 1.088
18 H 4.060 -5.282 2.125  C5 1.099
19 C 3.368 -1.141 -0.297  C20 1.522, H28 1.094, H29 1.086, H30 1.091
20 C 3.292 -0.093 -1.399  C19 1.522, C21 1.554, N24 1.515, H31 1.095
21 C 4.587 0.038 -2.248  C20 1.554, O22 1.410, H32 1.110, H33 1.105
22 O 4.319 0.921 -3.315  C21 1.410, C23 1.442
23 C 5.478 1.213 -4.122  O22 1.442, H34 1.093, H35 1.090, H36 1.085
24 N 2.081 -0.479 -2.225  C20 1.515, H25 1.036, H26 1.036, H27 1.073
25 H 2.042 0.118 -3.070  N24 1.036
26 H 2.142 -1.469 -2.523  N24 1.036
27 H 1.160 -0.396 -1.681  N24 1.073
28 H 3.525 -2.159 -0.666  C19 1.094
29 H 2.456 -1.131 0.293  C19 1.086
30 H 4.189 -0.894 0.377  C19 1.091
31 H 3.017 0.880 -0.978  C20 1.095
32 H 4.867 -0.962 -2.638  C21 1.110
33 H 5.429 0.385 -1.624  C21 1.105
34 H 5.746 0.348 -4.735  C23 1.093
35 H 6.316 1.531 -3.500  C23 1.090
36 H 5.198 2.038 -4.768  C23 1.085
37 C -4.200 -0.448 2.512  C38 1.507, H46 1.094, H47 1.087, H48 1.100
38 C -5.239 -0.310 3.596  C37 1.507, C39 1.561, N42 1.537, H49 1.087
39 C -4.659 -0.241 5.044  C38 1.561, O40 1.408, H50 1.106, H51 1.112
40 O -3.991 -1.441 5.355  C39 1.408, C41 1.416
41 C -3.581 -1.502 6.708  O40 1.416, H52 1.093, H53 1.082, H54 1.092
42 N -6.150 0.879 3.256  C38 1.537, H43 1.040, H44 1.032, H45 1.033
43 H -6.853 1.050 4.003  N42 1.040
44 H -5.569 1.728 3.172  N42 1.032
45 H -6.659 0.729 2.369  N42 1.033
46 H -4.626 -0.450 1.504  C37 1.094
47 H -3.654 -1.377 2.648  C37 1.087
48 H -3.461 0.363 2.588  C37 1.100
49 H -5.918 -1.157 3.557  C38 1.087
50 H -5.515 -0.118 5.733  C39 1.106
51 H -3.994 0.640 5.180  C39 1.112
52 H -2.512 -1.285 6.784  C41 1.093
53 H -3.764 -2.512 7.052  C41 1.082
54 H -4.129 -0.800 7.340  C41 1.092
55 C 0.366 3.521 -6.004  C56 1.522, H64 1.095, H65 1.094, H66 1.088
56 C 1.886 3.599 -6.003  C55 1.522, C57 1.567, N60 1.556, H67 1.088
57 C 2.534 3.599 -4.576  C56 1.567, O58 1.466, H68 1.097, H69 1.106
58 O 2.020 4.716 -3.778  C57 1.466, C59 1.443
59 C 2.649 5.010 -2.513  O58 1.443, H70 1.086, H71 1.092, H72 1.103
60 N 2.566 2.530 -6.907  C56 1.556, H61 1.042, H62 1.044, H63 1.036
61 H 2.102 2.458 -7.837  N60 1.042
62 H 3.570 2.765 -7.067  N60 1.044
63 H 2.520 1.598 -6.458  N60 1.036
64 H 0.024 2.563 -5.598  C55 1.095
65 H -0.072 3.690 -6.991  C55 1.094
66 H 0.019 4.321 -5.353  C55 1.088
67 H 2.158 4.542 -6.472  C56 1.088
68 H 3.618 3.720 -4.690  C57 1.097
69 H 2.358 2.643 -4.048  C57 1.106
70 H 2.598 6.085 -2.363  C59 1.086
71 H 3.697 4.705 -2.526  C59 1.092
72 H 2.126 4.501 -1.686  C59 1.103
73 C 5.296 1.036 6.105  C74 1.502, H82 1.088, H83 1.101, H84 1.092
74 C 4.487 1.820 5.111  C73 1.502, C75 1.592, N78 1.528, H85 1.091
75 C 3.194 1.093 4.534  C74 1.592, O76 1.410, H86 1.093, H87 1.101
76 O 1.988 1.719 4.907  C75 1.410, C77 1.424
77 C 0.910 1.337 4.058  O76 1.424, H88 1.098, H89 1.106, H90 1.091
78 N 4.298 3.234 5.658  C74 1.528, H79 1.026, H80 1.037, H81 1.038
79 H 3.722 3.763 4.993  N78 1.026
80 H 3.811 3.266 6.573  N78 1.037
81 H 5.217 3.706 5.762  N78 1.038
82 H 5.536 0.045 5.727  C73 1.088
83 H 4.712 0.885 7.026  C73 1.101
84 H 6.226 1.540 6.377  C73 1.092
85 H 5.095 2.012 4.225  C74 1.091
86 H 3.201 0.058 4.886  C75 1.093
87 H 3.287 1.095 3.437  C75 1.101
88 H 0.711 0.258 4.101  C77 1.098
89 H 1.052 1.650 3.007  C77 1.106
90 H 0.047 1.865 4.468  C77 1.091
91 C -2.876 -4.412 -5.096  C92 1.546, H100 1.099, H101 1.096, H102 1.092
92 C -2.836 -3.560 -3.806  C91 1.546, C93 1.555, N96 1.565, H103 1.093
93 C -4.156 -3.449 -2.992  C92 1.555, O94 1.440, H104 1.109, H105 1.106
94 O -3.976 -2.774 -1.733  C93 1.440, C95 1.443
95 C -5.249 -2.534 -1.098  O94 1.443, H106 1.093, H107 1.101, H108 1.090
96 N -1.638 -4.073 -2.942  C92 1.565, H97 1.095, H98 1.031, H99 1.026
97 H -1.450 -3.541 -2.003  N96 1.095
98 H -1.784 -5.084 -2.802  N96 1.031
99 H -0.795 -3.949 -3.514  N96 1.026
100 H -2.971 -5.481 -4.860  C91 1.099
101 H -1.978 -4.290 -5.711  C91 1.096
102 H -3.767 -4.143 -5.666  C91 1.092
103 H -2.508 -2.560 -4.101  C92 1.093
104 H -4.521 -4.476 -2.786  C93 1.109
105 H -4.935 -2.968 -3.612  C93 1.106
106 H -5.738 -3.489 -0.890  C95 1.093
107 H -5.895 -1.945 -1.766  C95 1.101
108 H -5.112 -1.980 -0.169  C95 1.090
109 C -3.489 3.029 0.206  C110 1.576, H118 1.094, H119 1.095, H120 1.094
110 C -2.735 4.359 0.587  C109 1.576, C111 1.559, N114 1.521, H121 1.097
111 C -1.182 4.237 0.642  C110 1.559, O112 1.421, H122 1.112, H123 1.108
112 O -0.650 5.518 0.953  C111 1.421, C113 1.437
113 C 0.715 5.374 1.378  O112 1.437, H124 1.082, H125 1.100, H126 1.092
114 N -3.134 5.514 -0.320  C110 1.521, H115 1.036, H116 1.041, H117 1.035
115 H -3.608 6.272 0.204  N114 1.036
116 H -2.266 5.945 -0.700  N114 1.041
117 H -3.743 5.258 -1.116  N114 1.035
118 H -3.118 2.276 0.908  C109 1.094
119 H -3.179 2.669 -0.781  C109 1.095
120 H -4.582 3.038 0.255  C109 1.094
121 H -3.013 4.743 1.576  C110 1.097
122 H -0.771 3.869 -0.323  C111 1.112
123 H -0.947 3.477 1.414  C111 1.108
124 H 1.165 6.358 1.402  C113 1.082
125 H 1.269 4.745 0.665  C113 1.100
126 H 0.749 4.928 2.373  C113 1.092
127 C -0.982 -1.323 -0.197  O128 1.445, O129 1.395, C130 1.600, H141 1.116
128 O -0.829 -0.164 -1.047  C127 1.445, C134 1.444
129 O -0.256 -2.382 -0.740  C127 1.395
130 C -0.626 -1.006 1.331  C127 1.600, F131 1.351, F132 1.340, F133 1.334
131 F -1.241 -1.919 2.112  C130 1.351
132 F 0.685 -0.963 1.605  C130 1.340
133 F -1.144 0.156 1.732  C130 1.334
134 C -1.782 0.069 -2.106  O128 1.444, C135 1.529, H139 1.095, H140 1.096
135 C -1.206 1.081 -3.098  C134 1.529, H136 1.092, H137 1.094, H138 1.098
136 H -1.949 1.383 -3.839  C135 1.092
137 H -0.839 1.987 -2.607  C135 1.094
138 H -0.369 0.637 -3.653  C135 1.098
139 H -2.698 0.452 -1.645  C134 1.095
140 H -2.036 -0.853 -2.641  C134 1.096
141 H -2.061 -1.602 -0.139  C127 1.116

Results of the Löwdin charge analysis, in e, for atoms 1 through 8:
1. C -0.03
2. C -0.28
3. C -0.19
4. O -0.20
5. C -0.08
6. N 0.22
7. H 0.19
8. H 0.14